[1]
This record from the OMol25 dataset describes the molecule C24H42N2O4. The level of theory is ωB97M-V/def2-TZVPD.

Output
* energy relative to the best compared isomer or geometry (same formula, charge and spin): 21.0 kJ/mol
* max |F|: 0.8 eV/Å
* HOMO-LUMO gap: 0.319 Eh
* molecular weight: 422.61 g mol⁻¹

ORCA input file:
```
! RIJCOSX wB97M-V def2-TZVPD def2/J DEFGRID3
* xyz 0 1
C -1.1049 -4.3223 -1.0280
C -1.8385 -3.0143 -1.0128
C -1.6300 -2.0532 -1.9834
C -2.3229 -0.8574 -1.9379
C -3.2332 -0.5890 -0.9236
O -3.9607 0.5729 -0.8635
C -3.5191 1.7558 -1.4767
C -2.4886 2.5452 -0.6476
O -3.1247 3.0398 0.5039
C -1.2598 1.7133 -0.2457
N -0.4791 2.4764 0.7173
C 0.4584 3.4133 0.1196
C 1.7112 2.7355 -0.4490
N 2.3541 1.9702 0.6047
C 3.6763 1.4869 0.2820
C 3.8014 0.4673 -0.8694
O 3.5734 1.0331 -2.1405
C 5.1851 -0.2002 -0.8226
O 5.2931 -0.9290 0.3715
C 6.5992 -1.3852 0.6902
C 6.5530 -1.8379 2.1462
C 7.0582 -2.5244 -0.2223
C 1.4487 0.9616 1.1218
C 0.2199 1.6693 1.7018
C -3.4734 -1.5584 0.0727
C -4.4712 -1.3019 1.1964
C -4.0334 -0.0719 2.0051
C -4.5766 -2.4821 2.1697
C -5.8646 -1.0709 0.5967
C -2.7619 -2.7449 -0.0083
H -0.3761 -4.3486 -1.8342
H -1.8033 -5.1472 -1.1668
H -0.5860 -4.4815 -0.0836
H -0.9259 -2.2281 -2.7842
H -2.1417 -0.1296 -2.7136
H -3.1284 1.5883 -2.4855
H -4.4166 2.3768 -1.5491
H -2.1651 3.3952 -1.2765
H -2.4220 3.1833 1.1572
H -1.6055 0.8045 0.2497
H -0.6981 1.4258 -1.1436
H -0.0484 3.9761 -0.6660
H 0.7633 4.1095 0.9063
H 2.4058 3.5043 -0.7958
H 1.4407 2.1047 -1.3108
H 4.2961 2.3603 0.0442
H 4.0804 1.0095 1.1781
H 3.0442 -0.3132 -0.7569
H 4.1938 1.7603 -2.2700
H 5.2892 -0.8493 -1.7043
H 5.9709 0.5745 -0.8710
H 7.3038 -0.5402 0.5905
H 7.5391 -2.1540 2.4734
H 5.8577 -2.6663 2.2473
H 6.2116 -1.0222 2.7774
H 6.3304 -3.3316 -0.1935
H 8.0192 -2.9010 0.1165
H 7.1647 -2.1853 -1.2498
H 1.9611 0.4024 1.9071
H 1.1203 0.2493 0.3451
H -0.4734 0.9388 2.1233
H 0.5476 2.3434 2.4988
H -3.0346 -0.2272 2.4117
H -4.7183 0.0863 2.8355
H -4.0318 0.8240 1.3936
H -4.9147 -3.3836 1.6637
H -3.6254 -2.6798 2.6592
H -5.3045 -2.2407 2.9418
H -6.5906 -0.9177 1.3925
H -6.1689 -1.9370 0.0117
H -5.8665 -0.1980 -0.0460
H -2.9119 -3.5094 0.7362
*
```

[2]
This record from the OMol25 dataset describes the molecule C16H20N4O4 at a distorted geometry. The level of theory is ωB97M-V/def2-TZVPD.

Output
* energy relative to the best compared isomer or geometry (same formula, charge and spin): 485.4 kJ/mol
* max |F|: 5.3 eV/Å
* HOMO-LUMO gap: 0.305 Eh
* molecular weight: 332.36 g mol⁻¹

ORCA input file:
```
! RIJCOSX wB97M-V def2-TZVPD def2/J DEFGRID3
* xyz 0 1
N 1.8611 -2.9715 2.0835
C 1.5273 -1.8040 1.5088
O 1.7971 -0.7447 2.0360
C 0.5772 -2.0999 0.2901
C -0.8204 -2.4757 0.8430
C -1.4268 -1.4137 1.8304
N -1.1228 -0.0690 1.2871
C -2.1095 0.5519 0.4452
O -2.6309 -0.0589 -0.4719
C -1.7698 2.0540 0.5480
N -1.7112 2.3872 1.9314
C -0.3435 2.0875 -0.0130
C -0.2845 1.5416 -1.4485
C -1.2059 1.3921 -2.4904
N -0.5996 1.4145 -3.6771
C 0.7883 1.2324 -3.5211
C 1.6932 1.0448 -4.4953
C 2.9778 0.8788 -4.0199
C 3.2621 0.9354 -2.6748
C 2.2564 1.1365 -1.7030
C 0.9608 1.4064 -2.0674
C -1.0956 -1.7040 3.3042
O -1.8507 -2.4196 3.8542
O -0.0806 -1.1146 3.8365
H 2.6700 -2.7632 2.6570
H 2.0815 -3.8578 1.5923
H 0.3235 -1.1184 -0.2301
H 1.0518 -2.6845 -0.5249
H -0.8366 -3.3076 1.4109
H -1.4799 -2.8771 -0.0425
H -2.5825 -1.6176 1.5738
H -0.7732 0.4189 2.1588
H -2.5019 2.7261 0.0612
H -1.3184 3.3255 1.9883
H -2.5305 2.2374 2.4688
H -0.0549 3.1738 0.1368
H 0.3789 1.4780 0.5721
H -2.2725 1.2524 -2.4282
H -1.1663 0.9847 -4.4236
H 1.2249 1.0668 -5.6032
H 3.7273 0.7420 -4.7854
H 4.2676 0.8779 -2.4026
H 2.6947 1.4580 -0.6658
H 0.3018 -0.7249 3.0558
*
```

[3]
This record from the OMol25 dataset describes a structure of composition C40H66ClN6OPPd at a distorted geometry. The level of theory is ωB97M-V/def2-TZVPD.

Output
* energy relative to the best compared isomer or geometry (same formula, charge and spin): 0.0 kJ/mol
* max |F|: 1.0 eV/Å
* HOMO-LUMO gap: 0.142 Eh
* molecular weight: 819.86 g mol⁻¹

ORCA input file:
```
! RIJCOSX wB97M-V def2-TZVPD def2/J DEFGRID3
* xyz -2 1
Pd -0.0391 -0.1197 -1.5370
C -3.0225 -3.7089 4.8021
C -2.0330 -2.9520 3.8996
C -0.9555 -3.9542 3.4507
C -2.7681 -2.5015 2.6296
C -1.3808 -1.7541 4.6846
O -0.3691 -2.2543 5.5724
C -2.3506 -0.9867 5.6203
C -3.5640 -0.2065 5.0925
C -3.2588 1.0936 4.3837
C -3.6447 1.3266 3.0688
C -3.3892 2.5414 2.4436
C -2.7369 3.5396 3.1481
Cl -2.4415 5.0865 2.4052
C -2.3224 3.3282 4.4536
C -2.5914 2.1137 5.0592
C -0.6992 -0.7341 3.7665
N 0.3508 -1.2041 2.9164
C 0.1842 -1.5082 1.5936
N 1.4342 -1.8335 1.1761
C 2.2389 -1.7077 2.2617
N 1.6441 -1.3177 3.3706
H -3.3699 -4.6013 4.2778
H -3.9005 -3.1117 5.0561
H -2.5619 -4.0479 5.7375
H -1.4519 -4.8291 3.0196
H -0.3305 -4.2829 4.2807
H -0.3109 -3.5197 2.6877
H -3.3037 -3.3567 2.2057
H -2.0549 -2.1370 1.8851
H -3.5027 -1.7191 2.8126
H -0.7900 -2.8939 6.1591
H -1.7149 -0.2954 6.1809
H -2.7180 -1.7076 6.3571
H -4.1762 0.0417 5.9681
H -4.1910 -0.8333 4.4606
H -4.1395 0.5448 2.5063
H -3.6814 2.7034 1.4157
H -1.8044 4.1156 4.9845
H -2.2678 1.9551 6.0820
H -0.3304 0.0924 4.3812
H -1.4526 -0.3378 3.0867
H -1.2142 -1.7787 -0.2033
H 3.3083 -1.8831 2.2403
C 2.9748 -1.3720 -1.6545
C 4.3284 -1.7556 -1.0041
N 5.4159 -1.6669 -1.9949
C 5.4235 -0.3089 -2.5459
C 4.0770 -0.0054 -3.2595
N 3.1609 -1.1279 -3.0899
C 3.7406 -2.3147 -3.7019
C 5.1343 -2.6092 -3.0785
H 2.5465 -0.4763 -1.2014
H 2.2242 -2.1490 -1.5032
H 4.3089 -2.7737 -0.6089
H 4.5709 -1.0889 -0.1735
H 6.2712 -0.2200 -3.2340
H 5.5962 0.3834 -1.7179
H 4.2231 0.1624 -4.3321
H 3.5969 0.8878 -2.8529
H 3.8184 -2.1500 -4.7819
H 3.0497 -3.1453 -3.5406
H 5.9321 -2.5158 -3.8232
H 5.1811 -3.6218 -2.6685
C -1.3310 4.3074 -2.5785
C -1.3491 2.8282 -2.1859
C -2.2606 2.6181 -0.9756
C -1.9498 2.0392 -3.3562
P 0.3270 2.0064 -1.7982
C 1.2790 2.6001 -3.2853
C 1.9380 3.8161 -3.4763
C 2.6338 4.0874 -4.6491
C 2.6702 3.1514 -5.6733
C 2.0168 1.9367 -5.5053
C 1.3484 1.6624 -4.3204
C 1.1029 2.8763 -0.2923
C 0.8802 4.3705 -0.0445
C 0.5834 2.1204 0.9490
C 2.6092 2.5867 -0.3753
H -2.3301 4.5895 -2.9342
H -0.6287 4.5049 -3.3899
H -1.0907 4.9636 -1.7464
H -3.2809 2.9375 -1.2323
H -1.9423 3.2094 -0.1203
H -2.2822 1.5610 -0.6934
H -2.9818 2.3779 -3.5139
H -1.9567 0.9679 -3.1360
H -1.3961 2.2096 -4.2830
H 1.9146 4.5737 -2.7061
H 3.1459 5.0375 -4.7613
H 3.2122 3.3628 -6.5884
H 2.0491 1.1867 -6.2877
H 0.8962 0.6872 -4.1517
H -0.1631 4.5881 0.1805
H 1.1884 5.0106 -0.8702
H 1.4609 4.6674 0.8380
H -0.4265 2.4308 1.2229
H 1.2387 2.3346 1.8010
H 0.5655 1.0377 0.7909
H 3.1007 3.1157 -1.1928
H 2.7805 1.5164 -0.5072
H 3.0836 2.8907 0.5639
C -1.1724 -2.7717 -3.2922
C -1.6790 -2.8622 -1.8498
C -0.9472 -4.0060 -1.1322
C -3.1869 -3.2003 -1.8928
N -1.4688 -1.6052 -1.1716
H -1.3486 -3.7070 -3.8423
H -0.1029 -2.5441 -3.2969
H -1.6803 -1.9538 -3.8114
H -1.0673 -4.9631 -1.6570
H -1.3310 -4.1140 -0.1118
H 0.1152 -3.7665 -1.0473
H -3.3790 -4.1926 -2.3255
H -3.7154 -2.4473 -2.4828
H -3.5931 -3.1716 -0.8782
*
```

[4]
This record from the OMol25 dataset describes the molecule C2H5FO. The level of theory is ωB97M-V/def2-TZVPD.

Output
* energy relative to the best compared isomer or geometry (same formula, charge and spin): 7.7 kJ/mol
* max |F|: 0.8 eV/Å
* HOMO-LUMO gap: 0.427 Eh
* molecular weight: 64.06 g mol⁻¹

ORCA input file:
```
! RIJCOSX wB97M-V def2-TZVPD def2/J DEFGRID3
* xyz 0 1
O -0.3995 0.9781 1.0895
C -0.3734 -0.0430 0.1201
C 1.0778 -0.4356 -0.1345
F 1.4910 -1.3819 0.7678
H -1.3019 1.1138 1.3947
H -0.8139 0.3116 -0.8233
H -0.9238 -0.9300 0.4582
H 1.1989 -0.8779 -1.1279
H 1.7276 0.4344 -0.0099
*
```

[5]
This record from the OMol25 dataset describes a structure of composition C8H12N3OS at a distorted geometry. The level of theory is ωB97M-V/def2-TZVPD.

Output
* energy relative to the best compared isomer or geometry (same formula, charge and spin): 241.9 kJ/mol
* max |F|: 5.4 eV/Å
* HOMO-LUMO gap: 0.340 Eh
* molecular weight: 198.27 g mol⁻¹

ORCA input file:
```
! RIJCOSX wB97M-V def2-TZVPD def2/J DEFGRID3
* xyz 1 1
C 0.6893 1.8008 0.7844
C -0.4468 1.5913 -1.1023
C -0.0447 0.9170 -0.0015
C -1.2965 -0.6069 1.6887
C 0.6928 -3.2319 0.5897
C 0.0546 -3.2268 -0.7998
C -0.5344 -0.9296 0.5121
C -0.1486 3.9848 -1.7583
N 0.6298 2.9643 0.2133
N -0.0545 2.8353 -0.9641
N 0.6759 -1.7730 1.0112
O -0.8303 -0.6546 2.7833
S -1.1282 -1.8087 -0.9130
H 1.2590 1.7640 1.6725
H -0.9539 1.1758 -1.9741
H -2.2863 -0.0562 1.5037
H 0.0127 -3.5876 1.2980
H 1.7493 -3.5885 0.6165
H 0.8895 -3.0496 -1.4852
H -0.4669 -4.2237 -0.8435
H -0.7678 3.6226 -2.6162
H -0.6549 4.7338 -1.2190
H 0.8320 4.3125 -1.7889
H 0.5331 -1.6513 2.0206
H 1.5957 -1.3137 0.7717
*
```

Copy entry 5 word for word.
This record from the OMol25 dataset describes a structure of composition C8H12N3OS at a distorted geometry. The level of theory is ωB97M-V/def2-TZVPD.

Output
* energy relative to the best compared isomer or geometry (same formula, charge and spin): 241.9 kJ/mol
* max |F|: 5.4 eV/Å
* HOMO-LUMO gap: 0.340 Eh
* molecular weight: 198.27 g mol⁻¹

ORCA input file:
```
! RIJCOSX wB97M-V def2-TZVPD def2/J DEFGRID3
* xyz 1 1
C 0.6893 1.8008 0.7844
C -0.4468 1.5913 -1.1023
C -0.0447 0.9170 -0.0015
C -1.2965 -0.6069 1.6887
C 0.6928 -3.2319 0.5897
C 0.0546 -3.2268 -0.7998
C -0.5344 -0.9296 0.5121
C -0.1486 3.9848 -1.7583
N 0.6298 2.9643 0.2133
N -0.0545 2.8353 -0.9641
N 0.6759 -1.7730 1.0112
O -0.8303 -0.6546 2.7833
S -1.1282 -1.8087 -0.9130
H 1.2590 1.7640 1.6725
H -0.9539 1.1758 -1.9741
H -2.2863 -0.0562 1.5037
H 0.0127 -3.5876 1.2980
H 1.7493 -3.5885 0.6165
H 0.8895 -3.0496 -1.4852
H -0.4669 -4.2237 -0.8435
H -0.7678 3.6226 -2.6162
H -0.6549 4.7338 -1.2190
H 0.8320 4.3125 -1.7889
H 0.5331 -1.6513 2.0206
H 1.5957 -1.3137 0.7717
*
```

> energy relative to the best compared isomer or geometry (same formula, charge and spin) of number 5 (C8H12N3OS)?

241.9 kJ/mol